Formula: C10H25BFN3O5S
Source: OMol25
Level of theory: ωB97M-V with the def2-TZVPD basis set

Output
- Kohn-Sham gap (Ha) = 0.3060
- electronic energy (eV) = -39712.42914
- molar mass (g mol⁻¹) = 329.203
- LUMO level (eV) = -0.706
- HOMO energy (eV) = -9.0328
- SMILES = CS(=O)(=O)BF.CN(C)C=O.CN(C)C=O.CN(C)C=O
- maximum force (hartree/bohr) = 0.018

The geometry in ORCA input format:
```
! wB97M-V def2-TZVPD RIJCOSX def2/J DEFGRID3
* xyz 0 1
C 1.57 -1.42 -0.79
S 0.35 -0.12 -0.92
O 0.46 0.49 -2.22
O 0.44 0.80 0.19
B -1.32 -1.03 -0.91
F -1.63 -1.62 -2.03
H 1.96 -1.55 -1.78
H 2.34 -1.14 -0.09
H 1.10 -2.35 -0.49
H -2.04 -1.06 0.04
C 4.60 2.70 1.70
N 4.31 1.98 0.47
C 3.78 2.72 -0.67
C 4.50 0.67 0.35
O 4.28 0.01 -0.66
H 3.69 3.16 2.08
H 5.35 3.47 1.51
H 4.98 2.01 2.45
H 2.80 2.32 -0.95
H 4.45 2.62 -1.53
H 3.67 3.77 -0.41
H 4.89 0.20 1.27
C -3.80 -3.17 -3.61
N -4.99 -3.90 -4.00
C -5.39 -5.07 -3.24
C -5.74 -3.53 -5.06
O -6.75 -4.11 -5.42
H -2.93 -3.83 -3.66
H -3.91 -2.80 -2.59
H -3.64 -2.33 -4.28
H -5.42 -5.95 -3.89
H -6.39 -4.92 -2.83
H -4.69 -5.24 -2.43
H -5.36 -2.63 -5.57
C -0.60 2.59 5.15
N 0.46 2.71 4.17
C 0.69 1.61 3.24
C 1.23 3.80 4.09
O 2.13 3.96 3.28
H -0.42 1.72 5.80
H -1.57 2.45 4.65
H -0.65 3.48 5.76
H 1.70 1.23 3.36
H 0.58 1.95 2.21
H -0.02 0.81 3.43
H 0.97 4.57 4.84
*
```

Formula: C10H25Br3O9S3
Source: OMol25
Level of theory: ωB97M-V with the def2-TZVPD basis set

Output
- Kohn-Sham gap (Ha) = 0.3718
- electronic energy (eV) = -271833.23785
- molar mass (g mol⁻¹) = 625.214
- LUMO level (eV) = -0.524
- HOMO energy (eV) = -10.6409
- maximum force (hartree/bohr) = 0.045

The geometry in ORCA input format:
```
! wB97M-V def2-TZVPD RIJCOSX def2/J DEFGRID3
* xyz 0 1
O 21.77 0.44 -20.11
S 21.29 -0.76 -19.48
O 22.03 -1.99 -19.51
O 21.07 -0.39 -17.88
C 21.05 1.00 -17.47
C 20.01 1.13 -16.38
C 19.54 -1.03 -19.96
H 20.92 1.62 -18.36
H 22.08 1.19 -17.17
H 19.17 1.75 -16.70
H 20.35 1.55 -15.43
H 19.50 0.18 -16.20
H 18.97 -1.06 -19.04
H 19.40 -1.98 -20.47
H 19.20 -0.19 -20.56
O 17.02 -2.60 -19.13
S 16.48 -3.43 -18.09
O 15.46 -4.38 -18.40
O 17.66 -4.23 -17.38
C 18.94 -3.56 -17.25
C 19.49 -4.01 -15.90
C 15.93 -2.36 -16.73
H 18.91 -2.47 -17.21
H 19.57 -3.76 -18.11
H 19.73 -5.08 -15.88
H 19.04 -3.70 -14.96
H 20.47 -3.51 -15.80
H 15.62 -3.02 -15.92
H 15.17 -1.69 -17.12
H 16.82 -1.81 -16.42
O 29.98 -5.38 -16.06
S 28.65 -5.67 -16.52
O 28.35 -6.86 -17.29
O 27.61 -5.54 -15.21
C 26.30 -6.03 -15.48
C 26.20 -7.58 -15.51
C 28.18 -4.22 -17.46
H 25.93 -5.54 -16.39
H 25.50 -5.72 -14.80
H 25.29 -7.94 -15.05
H 27.12 -7.84 -14.97
H 26.37 -7.94 -16.52
H 27.16 -4.25 -17.82
H 28.86 -4.24 -18.31
H 28.41 -3.37 -16.81
C 23.51 -2.01 -16.03
Br 23.14 -0.56 -14.73
Br 23.32 -3.73 -15.18
Br 25.39 -1.83 -16.69
H 22.83 -1.81 -16.85
*
```

Formula: C10H25F3N2O7SV
Source: OMol25
Level of theory: ωB97M-V with the def2-TZVPD basis set

Output
- Kohn-Sham gap (alpha / beta) (Ha) = 0.3189 / 0.3256
- ⟨S²⟩ = 0.78
- electronic energy (eV) = -72763.31773
- energy above the lowest of the compared OMol25 structures with the same formula, charge and spin (kJ/mol) = 161.3
- molar mass (g mol⁻¹) = 425.322
- LUMO level (alpha / beta) (eV) = 0.045 / 0.128
- HOMO energy (alpha / beta) (eV) = -8.6317 / -8.7319
- maximum force (hartree/bohr) = 0.070

The geometry in ORCA input format:
```
! wB97M-V def2-TZVPD RIJCOSX def2/J DEFGRID3
* xyz 0 2
O -1.86 0.25 -0.08
V -0.43 -0.24 0.33
C -1.75 3.52 2.68
F -1.65 4.52 3.48
F -2.68 2.61 3.08
F -2.13 4.02 1.51
S -0.07 2.61 2.55
O 0.33 2.35 3.92
O -0.33 1.38 1.80
O 0.84 3.56 1.87
C -1.26 -2.28 -2.28
O -0.39 -1.82 -1.22
H -2.11 -2.90 -1.98
H -1.61 -1.45 -2.90
H -0.74 -2.89 -3.03
C 1.54 -3.39 2.76
C 0.58 -2.54 1.90
C -0.77 -2.37 2.59
O -1.58 -1.39 1.94
C -2.86 -1.34 2.40
N 1.16 -1.29 1.44
H 2.52 -3.30 2.30
H 1.27 -4.44 2.87
H 1.76 -3.03 3.76
H 0.32 -3.03 0.96
H -0.80 -2.06 3.63
H -1.31 -3.31 2.55
H -3.26 -0.37 2.09
H -2.96 -1.41 3.49
H -3.51 -2.13 2.03
H 1.44 -0.93 2.34
H 2.01 -1.51 0.95
C -0.82 2.26 -2.22
C 0.32 1.25 -2.32
C 1.38 1.57 -3.36
O 2.38 0.57 -3.49
C 3.30 0.81 -4.58
N 0.84 1.08 -0.95
H -0.53 3.13 -1.64
H -1.69 1.85 -1.71
H -1.12 2.58 -3.22
H -0.06 0.27 -2.61
H 1.79 2.53 -3.04
H 0.87 1.73 -4.31
H 4.08 0.05 -4.51
H 3.78 1.77 -4.42
H 2.84 0.66 -5.55
H 1.20 1.99 -0.70
H 1.69 0.55 -1.09
*
```

Formula: C10H25FInO3S
Source: OMol25
Level of theory: ωB97M-V with the def2-TZVPD basis set

Output
- Kohn-Sham gap (Ha) = 0.2898
- electronic energy (eV) = -35644.06403
- molar mass (g mol⁻¹) = 359.190
- LUMO level (eV) = 2.956
- HOMO energy (eV) = -4.9300
- maximum force (hartree/bohr) = 0.009

The geometry in ORCA input format:
```
! wB97M-V def2-TZVPD RIJCOSX def2/J DEFGRID3
* xyz -1 1
C -4.50 3.66 0.35
C -4.39 2.30 -0.36
C -2.99 1.94 -0.88
C -2.28 0.86 -0.07
C -0.86 0.55 -0.54
In 0.21 -0.68 0.92
C 2.02 0.31 1.76
F 2.72 1.01 0.71
C 1.74 1.32 2.86
C 0.44 2.10 2.71
S 0.95 -2.81 -0.32
C 2.67 -3.19 0.14
O 0.18 -3.96 0.16
O 1.00 -2.61 -1.79
H -4.86 3.55 1.38
H -5.17 4.35 -0.16
H -3.52 4.15 0.41
H -4.70 1.52 0.33
H -5.11 2.28 -1.19
H -3.03 1.62 -1.93
H -2.36 2.84 -0.87
H -2.28 1.18 0.99
H -2.89 -0.05 -0.10
H -0.30 1.47 -0.70
H -0.89 0.00 -1.49
H -0.85 -1.24 2.21
H 2.74 -0.43 2.12
H 2.59 2.03 2.88
H 1.75 0.80 3.82
H 0.39 2.58 1.73
H 0.35 2.88 3.47
H -0.42 1.44 2.80
H 2.73 -4.27 0.28
H 3.31 -2.86 -0.67
H 2.91 -2.68 1.07
C 4.09 -3.68 -3.85
O 3.16 -3.95 -2.84
H 5.03 -4.18 -3.58
H 3.78 -4.06 -4.83
H 4.30 -2.61 -3.95
H 2.33 -3.47 -2.96
*
```